Here is a molecular structure, C32H94N4O17 in a non-equilibrium geometry from OMol25. Energies are from ωB97M-V with the def2-TZVPD basis set.

Calculated values
Kohn-Sham gap (eV): 9.2
Multiplicity: 1
Total energy (eV): -75448.69990

CARTESIAN COORDINATES (ANGSTROEM)
C -3.51 17.03 -15.00
O -2.32 17.27 -15.78
C -1.13 17.35 -15.03
C 0.18 17.57 -15.83
N 1.49 17.39 -15.17
C 1.75 18.47 -14.22
C 3.25 18.35 -13.67
O 3.42 19.32 -12.57
C 4.49 19.05 -11.66
H -3.47 15.99 -14.70
H -4.37 17.30 -15.62
H -3.55 17.74 -14.18
H -1.08 16.51 -14.34
H -1.38 18.08 -14.26
H 0.17 18.54 -16.33
H 0.05 16.90 -16.67
H 2.21 17.22 -15.85
H 1.04 18.47 -13.39
H 1.68 19.48 -14.61
H 3.97 18.36 -14.49
H 3.31 17.39 -13.17
H 5.42 18.85 -12.20
H 4.17 18.25 -10.98
H 4.70 19.95 -11.08
C -1.61 17.27 -6.12
O -2.79 16.54 -5.85
C -3.98 17.19 -6.22
C -5.06 16.37 -5.64
N -5.75 15.55 -6.66
C -6.91 14.86 -6.15
C -7.71 13.87 -7.12
O -6.81 12.90 -7.71
C -6.29 11.92 -6.83
H -0.71 16.72 -5.83
H -1.61 18.14 -5.47
H -1.58 17.49 -7.19
H -4.20 17.38 -7.27
H -4.16 18.15 -5.72
H -5.64 17.12 -5.11
H -4.66 15.71 -4.87
H -5.10 14.92 -7.11
H -7.57 15.71 -5.99
H -6.67 14.36 -5.22
H -8.15 14.58 -7.81
H -8.50 13.29 -6.64
H -5.92 12.43 -5.93
H -5.38 11.36 -7.02
H -7.11 11.26 -6.54
C -10.94 21.15 -8.47
O -11.14 20.09 -9.43
C -11.37 20.51 -10.82
C -11.97 19.51 -11.76
N -11.29 18.24 -11.87
C -9.98 18.01 -12.56
C -10.21 18.02 -14.07
O -9.06 17.95 -14.86
C -9.32 17.63 -16.23
H -11.18 20.79 -7.47
H -11.65 21.97 -8.50
H -9.95 21.57 -8.62
H -10.36 20.74 -11.15
H -11.91 21.46 -10.81
H -12.21 19.96 -12.72
H -12.95 19.30 -11.33
H -11.05 18.10 -10.90
H -9.46 17.07 -12.37
H -9.35 18.82 -12.18
H -10.70 18.95 -14.37
H -10.94 17.26 -14.34
H -9.73 16.63 -16.10
H -8.45 17.51 -16.87
H -10.00 18.35 -16.69
C -2.23 17.14 -12.28
O -3.12 16.28 -11.50
C -3.03 16.48 -10.14
C -4.44 16.32 -9.51
N -5.17 17.51 -9.75
C -6.32 17.50 -8.82
C -7.39 16.33 -9.03
O -8.39 16.48 -10.10
C -9.45 17.27 -9.78
H -1.99 16.55 -13.17
H -1.25 17.26 -11.82
H -2.53 18.16 -12.50
H -2.65 17.48 -9.91
H -2.32 15.78 -9.70
H -4.46 16.03 -8.46
H -4.86 15.42 -9.96
H -5.56 17.40 -10.67
H -6.77 18.49 -8.83
H -5.84 17.38 -7.85
H -8.06 16.26 -8.17
H -6.90 15.36 -9.05
H -9.20 18.14 -9.18
H -10.05 16.68 -9.09
H -10.14 17.51 -10.60
O -5.21 15.99 -12.61
H -4.45 16.13 -12.05
H -5.08 15.12 -12.98
O -4.09 19.30 -9.93
H -4.27 19.57 -9.03
H -4.56 18.48 -10.04
O -7.02 14.73 -11.71
H -7.71 15.32 -11.41
H -6.26 15.30 -11.83
O -2.11 19.76 -10.13
H -2.07 19.93 -11.07
H -2.97 19.35 -10.00
O -0.90 16.81 -8.56
H -1.47 16.46 -9.24
H -0.26 17.35 -9.02
C 0.06 15.98 -12.54
C -0.87 15.00 -11.75
O -0.61 15.28 -10.33
H -0.54 16.88 -12.43
H 0.32 15.81 -13.58
H 1.06 16.10 -12.12
H -0.65 13.99 -12.11
H -1.94 15.09 -11.91
H -0.40 14.43 -9.92
C -9.74 15.27 -11.73
C -10.10 15.28 -13.11
O -11.52 15.11 -13.22
H -9.79 14.32 -11.20
H -10.46 15.84 -11.15
H -8.79 15.78 -11.55
H -9.49 14.52 -13.59
H -9.96 16.21 -13.67
H -11.79 15.28 -14.13
C -2.30 14.26 -8.08
C -2.99 12.87 -7.82
O -2.55 11.93 -8.77
H -1.32 14.15 -7.62
H -2.81 15.00 -7.46
H -2.32 14.53 -9.14
H -4.01 13.16 -8.10
H -2.99 12.43 -6.82
H -3.06 11.94 -9.58
C -5.46 13.44 -9.63
C -4.20 13.64 -10.49
O -3.57 12.34 -10.63
H -6.12 14.28 -9.83
H -5.15 13.39 -8.59
H -6.00 12.51 -9.81
H -3.53 14.42 -10.14
H -4.50 14.02 -11.46
H -4.23 11.65 -10.55

Mulliken atomic charge list, values in e, 2 entries: -0.294 -0.539